No. 1
Entry from OMol25: C10H14NO2ReS4SbSe2 as an isolated structure at a distorted geometry (ωB97M-V with the def2-TZVPD basis set).

Each line ends with the Mulliken charge.
Element x y z (Å)
Re: -0.4356 -0.0788 0.8387  0.563
C: 0.0406 2.9868 2.3635  -0.959
Se: 1.1857 1.4514 2.0610  0.317
C: 2.3128 2.2230 0.6702  -0.771
C: 3.3199 1.2328 0.1211  -0.839
Se: 2.5446 0.0219 -1.2036  0.578
C: 4.0972 -1.1007 -1.4623  -1.068
H: -0.4150 3.3074 1.4296  0.355
H: 0.6498 3.7848 2.7832  0.396
H: -0.7122 2.6921 3.0911  0.364
H: 2.8432 3.0409 1.1585  0.515
H: 1.6670 2.6449 -0.0989  0.371
H: 3.7995 0.6179 0.8814  0.462
H: 4.0911 1.7623 -0.4442  0.527
H: 4.4595 -1.4425 -0.4963  0.403
H: 4.8416 -0.4907 -1.9738  0.424
H: 3.8042 -1.9341 -2.0965  0.397
O: -1.0405 2.1825 -2.4551  -0.421
C: -1.1658 1.3293 -1.6609  0.304
O: -0.3371 1.2092 -0.5330  -0.189
C: -2.1583 0.2260 -1.6371  0.744
C: -3.1350 0.0919 -2.5911  -0.712
C: -4.0443 -0.9535 -2.4519  -0.305
C: -3.9310 -1.7998 -1.3625  -0.770
C: -2.9168 -1.6009 -0.4417  0.316
N: -2.0298 -0.6020 -0.5802  -0.185
H: -3.1823 0.7984 -3.4095  0.518
H: -4.8311 -1.0943 -3.1814  0.488
H: -4.6212 -2.6194 -1.2173  0.429
H: -2.8061 -2.2450 0.4178  0.142
S: 0.9335 -3.8435 4.8774  -0.155
Sb: -0.7970 -4.1363 3.6166  1.276
S: -0.9082 -1.3187 2.5059  -0.133
S: 1.3636 -1.4273 -0.0272  -0.206
S: -2.4868 -4.9164 2.5085  -0.178

total energy: -7307.7744 Ha
net charge: +3
multiplicity: 1
HOMO: -18.04 eV
max |F|: 1.143 eV/Å
energy relative to the best compared isomer or geometry (same formula, charge and spin): 5.5 kcal per mole

No. 2
Entry from OMol25: C27H39F2N3SSbV as an isolated structure at a distorted geometry (ωB97M-V with the def2-TZVPD basis set).

Each line ends with the Mulliken charge.
Element x y z (Å)
V: -0.8948 -0.2407 -0.2885  -0.908
F: 0.3685 1.0671 4.7408  -0.334
C: -0.2414 0.2133 3.9154  0.336
C: -0.1157 0.4136 2.5494  -0.187
C: -0.7687 -0.4290 1.6654  0.786
C: -1.5323 -1.5023 2.1673  0.057
C: -1.6381 -1.6692 3.5537  0.936
F: -2.3898 -2.6515 4.0591  -0.324
C: -1.0031 -0.8186 4.4397  -0.983
C: -2.1434 -2.3323 1.1354  0.163
C: -2.8472 -3.5211 1.3356  -0.901
C: -3.3413 -4.2125 0.2447  -0.626
C: -3.1584 -3.6852 -1.0308  -0.989
C: -2.4745 -2.4917 -1.1586  -0.353
N: -1.9484 -1.8502 -0.1138  0.825
H: 0.5040 1.2285 2.1922  0.756
H: -1.0833 -0.9588 5.5054  0.586
H: -3.0056 -3.8908 2.3326  0.623
H: -3.8678 -5.1440 0.3883  0.479
H: -3.5482 -4.1835 -1.9033  0.491
H: -2.3572 -2.0325 -2.1399  0.498
C: 4.7327 -0.2438 -0.9631  -1.372
C: 3.6360 -0.4734 0.0526  1.329
C: 3.8956 0.2700 1.3476  -1.526
C: 3.4518 -1.9499 0.3396  -1.567
Sb: 1.6452 0.3113 -0.8147  0.667
C: 1.7462 2.5885 -1.0830  1.676
C: 0.7773 3.0346 -2.1611  -1.613
C: 1.3253 3.1644 0.2589  -1.581
C: 3.1627 2.9828 -1.4471  -1.702
C: 1.1579 -0.7416 -2.7590  1.269
C: -0.1702 -0.1654 -3.2436  -1.323
C: 2.2222 -0.5715 -3.8262  -1.516
C: 0.9762 -2.2150 -2.3992  -1.540
H: 5.6536 -0.6949 -0.5944  0.492
H: 4.9297 0.8113 -1.1270  0.269
H: 4.5042 -0.7115 -1.9178  0.233
H: 4.8326 -0.0920 1.7719  0.535
H: 3.1095 0.0788 2.0794  0.318
H: 4.0081 1.3419 1.1985  0.272
H: 4.3178 -2.3014 0.9012  0.510
H: 3.4035 -2.5401 -0.5720  0.344
H: 2.5650 -2.1387 0.9489  0.271
H: -0.2295 2.6383 -1.9939  0.271
H: 1.1248 2.7644 -3.1575  0.332
H: 0.7053 4.1229 -2.1213  0.568
H: 0.2713 2.9551 0.4547  0.113
H: 1.4530 4.2462 0.2373  0.613
H: 1.9371 2.7793 1.0758  0.330
H: 3.5026 2.4656 -2.3456  0.353
H: 3.8544 2.7838 -0.6307  0.314
H: 3.1905 4.0541 -1.6477  0.530
H: -0.0491 0.8390 -3.6448  0.240
H: -0.9357 -0.1279 -2.4465  0.106
H: -0.5550 -0.7897 -4.0528  0.566
H: 2.4390 0.4792 -4.0151  0.302
H: 1.8742 -1.0183 -4.7566  0.458
H: 3.1445 -1.0758 -3.5470  0.354
H: 0.3658 -2.3506 -1.4919  0.281
H: 1.9373 -2.6993 -2.2339  0.276
H: 0.4886 -2.7353 -3.2259  0.440
C: -5.0028 0.6198 0.2137  -0.684
N: -4.3029 1.2617 1.2917  0.221
C: -4.8036 1.5820 2.5217  -0.263
C: -3.8399 2.2603 3.1956  -0.573
N: -2.7554 2.3350 2.3676  0.184
C: -3.0426 1.7194 1.2062  -0.118
S: -2.0992 1.6443 -0.2184  -0.620
H: -5.9426 0.2177 0.5794  0.320
H: -4.3855 -0.1831 -0.2003  0.161
H: -5.2023 1.3466 -0.5783  0.335
H: -5.7942 1.3124 2.8259  0.485
H: -3.8559 2.7032 4.1712  0.466
H: -1.8848 2.7988 2.5879  0.264

total energy: -2998.1273 Ha
net charge: +2
<S²>: 2.0377
multiplicity: 3
HOMO (spin up / spin down): -13.98 / -14.12 eV
max |F|: 1.418 eV/Å

No. 3
Entry from OMol25: a 9-piece molecular cluster, C45H98F6N5O14S2 overall at a distorted geometry (ωB97M-V with the def2-TZVPD basis set).

Each line ends with the Mulliken charge.
Element x y z (Å)
C: -39.0422 3.2199 -4.2500  -0.752
O: -39.6679 3.7595 -3.0765  -0.332
C: -41.0600 3.5768 -2.8585  -0.450
C: -41.3730 3.7020 -1.3365  -0.871
N: -40.9879 4.9984 -0.6781  -0.142
H: -41.2153 4.8879 0.2997  0.399
H: -39.9876 5.0640 -0.5547  0.447
C: -41.7560 6.3551 -1.0851  -0.456
C: -41.8659 7.2097 0.1352  -0.861
O: -40.5214 7.5008 0.7114  -0.315
C: -40.5682 8.2029 1.9394  -0.739
H: -38.0740 3.6734 -4.4625  0.241
H: -39.7467 3.3607 -5.0697  0.326
H: -38.8831 2.1430 -4.1936  0.305
H: -41.3355 2.5922 -3.2363  0.460
H: -41.8022 4.1826 -3.3784  0.347
H: -40.7815 2.8996 -0.8956  0.446
H: -42.4404 3.5559 -1.1708  0.401
H: -42.7918 6.1828 -1.3774  0.343
H: -41.3294 6.9449 -1.8964  0.325
H: -42.5341 6.7343 0.8532  0.469
H: -42.4150 8.1398 -0.0118  0.513
H: -40.9194 9.2171 1.7493  0.300
H: -39.5726 8.2410 2.3816  0.260
H: -41.2837 7.7534 2.6279  0.330
C: -40.3489 -13.7917 0.1548  -0.769
O: -39.6688 -12.5369 0.1824  -0.381
C: -40.3650 -11.3928 0.7795  -0.554
C: -39.4208 -10.2435 0.5506  -0.751
N: -38.0688 -10.7316 1.0160  -0.198
H: -38.1880 -10.8742 2.0088  0.386
H: -38.0495 -11.6680 0.6379  0.474
C: -36.9122 -9.7754 0.6787  -0.502
C: -35.7254 -10.0130 1.6154  -0.495
O: -34.6496 -9.2217 1.4343  -0.320
C: -33.5113 -9.8334 1.9945  -0.814
H: -41.2127 -13.7557 -0.5091  0.281
H: -40.6556 -14.0534 1.1675  0.344
H: -39.6765 -14.5878 -0.1649  0.265
H: -40.6304 -11.5488 1.8251  0.377
H: -41.3420 -11.1310 0.3733  0.420
H: -39.5455 -9.3921 1.2197  0.474
H: -39.3834 -9.8551 -0.4672  0.422
H: -37.3547 -8.7883 0.8128  0.390
H: -36.6454 -9.8539 -0.3752  0.242
H: -35.3929 -11.0061 1.3133  0.370
H: -35.9621 -10.1439 2.6713  0.373
H: -33.2922 -10.7834 1.5071  0.368
H: -33.6644 -10.1392 3.0295  0.327
H: -32.6084 -9.2476 1.8222  0.268
C: -30.7771 -2.1086 1.2184  -1.284
C: -30.7907 -1.8524 -0.2936  -0.376
C: -31.0323 -0.3258 -0.6846  -0.543
N: -30.6363 0.1560 -2.2579  0.018
C: -29.1316 -0.0800 -2.3734  -0.685
C: -28.5410 0.4402 -3.6722  -0.846
C: -28.7642 1.9636 -3.8199  -0.673
C: -30.2920 2.2152 -3.7031  -0.683
C: -30.9993 1.6243 -2.4454  -0.542
C: -31.3581 -0.9478 -3.1561  -0.692
H: -30.4632 -1.1750 1.6854  0.351
H: -30.2294 -3.0050 1.5094  0.338
H: -31.7752 -2.2388 1.6365  0.357
H: -31.5313 -2.5459 -0.6922  0.343
H: -29.9200 -2.2370 -0.8246  0.381
H: -30.3406 0.3008 -0.1216  0.423
H: -32.0532 0.0514 -0.6246  0.466
H: -28.5425 0.3065 -1.5416  0.423
H: -29.0615 -1.1601 -2.2448  0.409
H: -27.4987 0.1392 -3.7768  0.425
H: -28.9977 -0.0881 -4.5091  0.278
H: -28.1426 2.4411 -3.0625  0.343
H: -28.5209 2.1758 -4.8610  0.348
H: -30.5489 3.2639 -3.8528  0.393
H: -30.6554 1.7955 -4.6411  0.350
H: -30.8183 2.1038 -1.4834  0.373
H: -32.0589 1.4096 -2.5846  0.404
H: -30.7838 -1.1839 -4.0520  0.305
H: -32.3486 -0.5700 -3.4097  0.332
H: -31.4910 -1.8418 -2.5468  0.264
C: -34.0185 -5.6588 -9.9665  -1.431
C: -33.5206 -7.0271 -9.3878  -0.390
C: -34.3518 -7.9059 -8.4699  -0.206
N: -33.4851 -9.0777 -7.8427  0.095
C: -32.2595 -9.5927 -8.6707  -0.690
C: -32.7648 -10.4034 -9.9096  -0.496
C: -33.6876 -11.6020 -9.4387  -0.846
C: -34.9945 -11.0031 -8.8102  -0.609
C: -34.5930 -10.1893 -7.5514  -0.682
C: -32.9075 -8.4865 -6.5580  -1.121
H: -34.5204 -5.1088 -9.1705  0.374
H: -34.6751 -5.7949 -10.8259  0.361
H: -33.1945 -5.0824 -10.3870  0.369
H: -32.6347 -6.7490 -8.8169  0.273
H: -33.1601 -7.5241 -10.2884  0.177
H: -35.0901 -8.3818 -9.1154  0.236
H: -34.7977 -7.3400 -7.6520  0.416
H: -31.5610 -8.8274 -9.0092  0.415
H: -31.7531 -10.2417 -7.9562  0.485
H: -33.4377 -9.8503 -10.5649  0.236
H: -31.8633 -10.6322 -10.4780  0.422
H: -33.9973 -12.2414 -10.2653  0.417
H: -33.2491 -12.2909 -8.7167  0.341
H: -35.5696 -10.4265 -9.5347  0.335
H: -35.7653 -11.7573 -8.6510  0.445
H: -35.5045 -9.7238 -7.1765  0.375
H: -34.1943 -10.7093 -6.6804  0.436
H: -32.4719 -9.3305 -6.0231  0.444
H: -33.8281 -8.3561 -5.9890  0.509
H: -32.3070 -7.5884 -6.7027  0.308
C: -47.0325 -3.3546 -0.2884  -1.446
C: -47.2804 -4.6352 -1.0402  -0.216
C: -47.9336 -4.3990 -2.4725  -0.766
N: -47.9182 -5.6081 -3.4186  0.062
C: -48.6680 -6.7606 -2.6887  -0.555
C: -48.8877 -8.0058 -3.6263  -0.879
C: -49.6303 -7.5552 -4.9066  -0.671
C: -48.8445 -6.3247 -5.5759  -0.691
C: -48.5721 -5.0897 -4.6857  -0.501
C: -46.4600 -6.0183 -3.7662  -0.932
H: -46.5742 -2.6835 -1.0148  0.343
H: -46.5020 -3.3337 0.6636  0.370
H: -47.9742 -2.8110 -0.2121  0.350
H: -47.9345 -5.1921 -0.3693  0.352
H: -46.3760 -5.2361 -1.1354  0.339
H: -47.3277 -3.6387 -2.9652  0.483
H: -48.9728 -4.0728 -2.4295  0.432
H: -49.6887 -6.4162 -2.5227  0.376
H: -48.0757 -6.9227 -1.7881  0.439
H: -49.5462 -8.7136 -3.1226  0.382
H: -47.8987 -8.4619 -3.5827  0.411
H: -50.6079 -7.2060 -4.5743  0.317
H: -49.8146 -8.3082 -5.6729  0.395
H: -49.3520 -6.0311 -6.4948  0.440
H: -47.9032 -6.7998 -5.8523  0.305
H: -49.5138 -4.5824 -4.4761  0.393
H: -47.8952 -4.4265 -5.2242  0.377
H: -45.7874 -6.1667 -2.9214  0.306
H: -45.9378 -5.2512 -4.3380  0.305
H: -46.5823 -6.9592 -4.3027  0.481
C: -41.7149 1.0579 4.2847  -0.571
C: -43.0433 1.7428 4.6445  0.521
O: -43.3711 2.6008 3.7914  -0.713
O: -43.7626 1.3594 5.5908  -0.748
H: -41.5387 1.4140 3.2697  0.118
H: -41.7828 -0.0270 4.2043  0.224
H: -40.9441 1.3788 4.9854  0.176
C: -41.3241 -9.5830 -6.0040  -0.636
C: -41.5671 -9.9769 -7.4471  0.536
O: -40.8589 -9.4993 -8.4332  -0.769
O: -42.3660 -10.9363 -7.6415  -0.718
H: -40.5934 -10.1796 -5.4579  0.158
H: -42.2758 -9.6226 -5.4741  0.219
H: -41.0573 -8.5264 -6.0300  0.214
C: -34.6032 2.4092 4.2698  0.586
F: -35.1477 2.5671 5.4199  -0.214
F: -33.2358 2.4650 4.3682  -0.245
F: -35.0638 1.3894 3.6363  -0.202
S: -35.1148 4.0313 3.2162  1.024
O: -34.0879 4.1702 2.1927  -0.660
O: -36.4192 3.6278 2.6669  -0.634
O: -35.1648 5.1098 4.2169  -0.655
C: -38.6070 -3.3051 -0.4074  0.588
F: -37.5424 -2.5147 -0.5548  -0.223
F: -38.4413 -4.1638 0.5871  -0.222
F: -39.6749 -2.5200 -0.1362  -0.227
S: -38.8989 -4.3044 -2.0328  1.087
O: -40.2242 -4.8785 -1.8081  -0.669
O: -38.8948 -3.3537 -3.1117  -0.665
O: -37.7623 -5.1914 -2.0714  -0.669

total energy: -4495.2665 Ha
net charge: +1
multiplicity: 1
HOMO: -5.75 eV
max |F|: 6.601 eV/Å

No. 4
Entry from OMol25: C39H40CoGe2N7O4S as an isolated structure (ωB97M-V with the def2-TZVPD basis set).

Each line ends with the Mulliken charge.
Element x y z (Å)
Co: -0.0181 -0.1512 -1.0783  -0.623
O: 0.1666 0.1920 2.9546  -0.610
C: 0.3523 0.2048 1.7727  0.075
O: -0.6137 0.1800 0.8433  0.222
C: 1.7334 0.2591 1.1657  0.690
C: 2.8368 0.4701 2.0094  -1.035
C: 4.0767 0.5321 1.4414  -0.955
C: 4.2201 0.3797 0.0454  1.356
C: 5.4730 0.4415 -0.6120  -0.848
C: 5.5474 0.2881 -1.9648  -0.595
C: 4.3774 0.0626 -2.7282  -0.776
C: 3.1558 -0.0066 -2.1266  -0.610
C: 3.0561 0.1555 -0.7249  -0.073
N: 1.8314 0.1019 -0.1338  0.671
H: 2.6726 0.5750 3.0716  0.634
H: 4.9570 0.6975 2.0501  0.452
H: 6.3646 0.6122 -0.0221  0.419
H: 6.5058 0.3383 -2.4636  0.421
H: 4.4518 -0.0546 -3.8011  0.527
H: 2.2578 -0.1786 -2.7055  0.282
C: -4.9139 0.6719 -7.8879  -1.531
C: -3.7422 0.3337 -7.0105  0.779
C: -3.9341 -0.0019 -5.6693  -0.911
C: -2.8670 -0.3425 -4.8596  0.068
C: -1.5847 -0.3470 -5.3949  -0.531
C: -1.3653 -0.0110 -6.7208  -0.349
C: -2.4477 0.3271 -7.5199  -0.774
S: -0.2165 -0.7909 -4.3758  1.556
O: 0.9848 -0.3914 -5.0594  -0.780
O: -0.3626 -2.1823 -4.0093  -0.972
N: -0.4260 0.0405 -3.0161  -0.205
C: -0.2487 1.4122 -2.9539  0.757
C: -0.2719 2.4029 -3.9326  -0.919
C: -0.0530 3.7013 -3.5149  -0.637
C: 0.1821 3.9949 -2.1713  -1.132
C: 0.1797 2.9574 -1.2657  -0.268
N: -0.0390 1.7068 -1.6618  0.805
H: -5.6875 1.1983 -7.3298  0.374
H: -5.3610 -0.2390 -8.2909  0.310
H: -4.6123 1.2928 -8.7299  0.382
H: -4.9366 0.0071 -5.2582  0.495
H: -3.0203 -0.5909 -3.8167  0.259
H: -0.3574 -0.0086 -7.1130  0.538
H: -2.2813 0.5944 -8.5560  0.395
H: -0.4408 2.1575 -4.9703  0.545
H: -0.0605 4.5009 -4.2443  0.448
H: 0.3632 5.0069 -1.8415  0.490
H: 0.3587 3.1093 -0.2085  0.472
C: -2.8999 -2.7419 -1.5271  -1.132
Ge: -3.1444 -2.2861 0.3658  1.162
C: -2.1440 -3.4906 1.5400  -1.298
C: -5.0784 -2.4182 0.6823  -1.278
Ge: -2.5191 -0.0170 1.0587  -0.331
C: -2.9755 0.3622 2.9066  0.732
C: -3.7109 -0.5561 3.6488  -0.243
C: -4.1157 -0.2618 4.9452  -0.873
C: -3.7842 0.9569 5.5124  -0.480
C: -3.0460 1.8822 4.7843  -0.934
C: -2.6475 1.5861 3.4927  0.064
C: -3.1099 1.3723 -0.1583  0.261
C: -3.7612 0.9758 -1.3256  0.380
C: -4.2162 1.9148 -2.2422  -0.595
C: -4.0236 3.2652 -1.9960  -0.634
C: -3.3805 3.6745 -0.8343  -0.850
C: -2.9278 2.7342 0.0770  -0.044
H: -2.4179 -3.7188 -1.5899  0.415
H: -2.2895 -2.0350 -2.0854  0.058
H: -3.8818 -2.8166 -1.9965  0.602
H: -2.1735 -4.5019 1.1325  0.451
H: -2.5706 -3.5070 2.5416  0.402
H: -1.1003 -3.1853 1.6159  0.338
H: -5.3633 -3.4701 0.6166  0.450
H: -5.6228 -1.8753 -0.0909  0.377
H: -5.3950 -2.0397 1.6517  0.411
H: -3.9702 -1.5191 3.2287  0.072
H: -4.6856 -0.9881 5.5097  0.424
H: -4.0954 1.1869 6.5228  0.389
H: -2.7796 2.8330 5.2270  0.410
H: -2.0596 2.3156 2.9492  0.255
H: -3.9029 -0.0796 -1.5378  -0.055
H: -4.7176 1.5928 -3.1458  0.395
H: -4.3773 4.0018 -2.7056  0.427
H: -3.2330 4.7293 -0.6406  0.445
H: -2.4309 3.0714 0.9789  0.167
N: 0.6385 -4.7142 -3.0168  -0.188
C: 0.7355 -5.1792 -1.7737  0.571
N: 1.0227 -6.4735 -1.5785  -0.384
N: 0.5670 -4.4444 -0.6779  -0.761
C: 0.3072 -3.1829 -0.8016  0.980
N: 0.0579 -2.0530 -0.8220  0.225
H: 0.7719 -5.3255 -3.8033  0.246
H: 0.3777 -3.7501 -3.2246  0.244
H: 1.1801 -7.1099 -2.3375  0.192
H: 1.1235 -6.7973 -0.6333  0.252

total energy: -8129.1721 Ha
net charge: +1
<S²>: 0.8262
multiplicity: 2
HOMO (spin up / spin down): -10.90 / -11.04 eV
max |F|: 0.502 eV/Å

> Among the records above, which one has the highest multiplicity?

C27H39F2N3SSbV